Here is C5H13NOS in the gas phase in a non-equilibrium geometry from the Open Molecules 2025 dataset. Energies are from ωB97M-V with the def2-TZVPD basis set.

Values from the calculation:
**M**: 135.23 g/mol
**E_HOMO**: -8.70 eV
**Spin multiplicity**: 1

Last column: Mulliken charge in e.
Geometry (Å):
C -1.67 0.19 1.05  -1.62
C -0.72 0.56 -1.18  -1.88
C -1.03 -1.83 -0.52  -1.49
C 2.31 1.61 0.22  -0.88
C -0.71 -0.39 -0.01  1.58
N 0.66 -0.23 0.71  -0.46
O 3.01 -1.04 0.30  -0.61
S 2.03 -0.20 -0.38  0.55
H -1.94 -0.54 1.93  0.31
H -1.31 1.06 1.34  0.52
H -2.67 0.34 0.49  0.34
H -0.45 0.24 -2.23  0.27
H -0.16 1.38 -0.99  0.66
H -1.82 1.00 -1.27  0.31
H -0.08 -2.15 -0.82  0.42
H -1.29 -2.34 0.41  0.36
H -1.89 -1.84 -1.24  0.35
H 3.37 1.77 -0.09  0.37
H 2.22 1.38 1.22  0.32
H 1.49 2.00 -0.34  0.31
H 0.65 -0.97 1.39  0.26

---

Here is 8 unconnected molecules or ions with the total composition C11H38O8 from the Open Molecules 2025 dataset. Energies are from ωB97M-V with the def2-TZVPD basis set.

Values from the calculation:
**M**: 298.42 g/mol
**SMILES string**: CC(C)O.CC(C)O.CO.CO.CO.CO.CO.O
**E_HOMO**: -9.89 eV
**Spin multiplicity**: 1

Last column: Mulliken charge in e.
Geometry (Å):
C -9.25 -15.08 -13.90  -1.25
C -8.36 -15.69 -12.85  0.65
C -8.52 -17.19 -12.76  -1.30
O -6.99 -15.37 -13.26  -0.49
H -9.01 -15.50 -14.88  0.13
H -9.13 -13.99 -13.91  0.30
H -10.30 -15.28 -13.68  0.47
H -8.51 -15.23 -11.87  0.25
H -7.93 -17.62 -11.95  0.40
H -8.24 -17.64 -13.72  0.24
H -9.57 -17.45 -12.59  0.37
H -6.39 -15.74 -12.60  0.25
C -2.61 -19.42 -15.17  -1.42
C -2.82 -18.50 -16.35  0.60
C -3.47 -17.19 -15.95  -0.95
O -1.53 -18.27 -16.92  -0.60
H -1.94 -20.24 -15.44  0.38
H -3.55 -19.86 -14.85  0.34
H -2.16 -18.87 -14.34  0.35
H -3.46 -18.99 -17.09  0.19
H -4.46 -17.35 -15.50  0.17
H -3.63 -16.57 -16.84  0.27
H -2.85 -16.63 -15.25  0.35
H -1.59 -17.51 -17.51  0.34
C -5.43 -12.15 -19.96  -0.33
O -4.02 -12.34 -19.97  -0.51
H -5.70 -11.14 -20.28  0.30
H -5.88 -12.86 -20.65  0.24
H -5.86 -12.33 -18.97  0.02
H -3.64 -11.71 -19.36  0.28
C -5.37 -14.04 -15.83  -0.43
O -6.72 -13.73 -15.46  -0.27
H -5.02 -13.29 -16.54  0.08
H -4.72 -14.12 -14.95  0.52
H -5.31 -14.99 -16.39  0.03
H -6.91 -14.20 -14.63  0.08
C -7.09 -17.29 -17.02  -0.38
O -8.47 -17.02 -17.03  -0.60
H -6.94 -18.37 -16.92  0.40
H -6.58 -16.96 -17.93  0.35
H -6.59 -16.85 -16.15  -0.15
H -8.53 -16.12 -17.39  0.40
C -2.08 -13.80 -16.75  -0.62
O -1.63 -14.45 -15.58  -0.51
H -1.29 -13.49 -17.44  0.38
H -2.85 -14.36 -17.30  0.21
H -2.59 -12.86 -16.49  0.26
H -1.22 -15.28 -15.84  0.30
C -8.20 -10.89 -16.20  -0.38
O -7.02 -10.87 -15.43  -0.61
H -8.64 -9.89 -16.21  0.30
H -8.02 -11.16 -17.25  0.09
H -8.95 -11.59 -15.81  0.15
H -6.68 -11.77 -15.43  0.32
O -8.08 -14.38 -17.73  -0.73
H -7.66 -14.17 -16.87  0.46
H -8.78 -13.74 -17.85  0.31

---

Here is C5H11NO in the gas phase in a non-equilibrium geometry from the Open Molecules 2025 dataset. Energies are from ωB97M-V with the def2-TZVPD basis set.

Values from the calculation:
**M**: 101.15 g/mol
**SMILES string**: CC[C@@H](C)NC=O
**E_HOMO**: -9.57 eV
**Spin multiplicity**: 1

Last column: Mulliken charge in e.
Geometry (Å):
C -2.05 -0.60 -1.22  -1.09
C -1.39 0.16 -0.02  -0.62
C 0.19 0.35 0.02  0.38
C 1.05 1.48 0.90  -1.25
N 0.74 -0.96 0.37  -0.15
C 2.08 -1.09 0.47  -0.07
O 2.85 -0.27 0.01  -0.58
H -1.85 -0.17 -2.20  0.32
H -1.81 -1.67 -1.29  0.29
H -3.15 -0.57 -1.10  0.36
H -1.88 1.14 0.00  0.30
H -1.75 -0.36 0.88  0.33
H 0.48 0.56 -1.01  0.12
H 1.04 2.46 0.41  0.33
H 0.78 1.60 1.95  0.31
H 2.14 1.30 0.95  0.39
H 0.14 -1.67 0.77  0.26
H 2.43 -1.95 1.07  0.38

---

Here is a molecular structure, C25H24N2OPSe2Tc from the Open Molecules 2025 dataset. Energies are from ωB97M-V with the def2-TZVPD basis set.

Values from the calculation:
**M**: 655.37 g/mol
**<S²>**: 3.79
**E_HOMO (spin up / spin down)**: -17.18 / -17.19 eV
**Total charge**: +3
**Spin multiplicity**: 4

Last column: Mulliken charge in e.
Geometry (Å):
Tc -0.22 -0.08 -0.11  0.10
C -1.75 -0.94 -3.31  -1.70
C -1.82 -0.80 -1.82  1.19
C -1.53 -1.89 -0.96  -0.54
C -1.74 -1.84 0.44  -0.53
C -2.19 -0.64 1.01  -0.42
C -2.48 0.46 0.17  -1.03
C -2.28 0.38 -1.22  -0.13
H -2.72 -1.26 -3.68  0.36
H -1.03 -1.69 -3.63  0.40
H -1.51 0.01 -3.79  0.41
H -1.16 -2.81 -1.38  0.71
H -1.51 -2.68 1.07  0.48
H -2.31 -0.55 2.08  0.64
H -2.79 1.40 0.61  0.48
H -2.50 1.25 -1.83  0.61
Se 0.49 0.99 1.97  -0.22
P 1.30 2.71 0.85  1.16
Se 0.72 1.95 -1.14  -0.23
C 3.13 2.83 1.05  0.38
C 3.64 3.43 2.22  -0.38
C 5.05 3.51 2.47  -0.65
C 5.94 3.01 1.57  -0.62
C 5.44 2.41 0.40  -0.37
C 4.02 2.33 0.15  -0.04
C 0.71 4.31 1.35  0.85
C 1.22 5.44 0.68  -0.44
C 0.76 6.70 1.03  -0.75
C -0.19 6.84 2.03  -0.49
C -0.69 5.72 2.69  -0.72
C -0.26 4.45 2.35  -0.34
H 2.96 3.86 2.94  0.50
H 5.38 3.99 3.39  0.49
H 7.01 3.06 1.74  0.50
H 6.13 2.05 -0.35  0.45
H 3.69 1.87 -0.78  0.46
H 1.95 5.33 -0.11  0.40
H 1.15 7.57 0.51  0.45
H -0.54 7.82 2.30  0.44
H -1.43 5.84 3.47  0.44
H -0.65 3.59 2.86  0.33
N 6.03 -2.03 0.93  -0.37
C 5.09 -1.13 0.70  0.35
O 5.12 0.02 1.16  -0.55
C 3.92 -1.53 -0.16  -0.11
C 4.01 -2.38 -1.26  -0.33
C 2.87 -2.56 -2.03  -1.03
C 1.70 -1.92 -1.68  -0.11
N 1.59 -1.14 -0.59  0.46
C 2.70 -0.95 0.14  -0.29
H 6.81 -1.78 1.52  0.28
H 5.93 -3.00 0.68  0.21
H 4.94 -2.85 -1.55  0.51
H 2.89 -3.18 -2.92  0.49
H 0.83 -2.02 -2.30  0.21
H 2.62 -0.32 1.01  0.68

---

The calculation returns the following energy values, one per record and in order: -19765.9999, -28401.5653, -8900.3485, -173497.1635 eV.
The calculation returns the following ΔE to the lowest compared entry with this formula, charge and spin values, one per record and in order: 71.5, 31.4, 31.1, 0.0 kcal/mol.